one.
Entry from OMol25: a cluster of 8 separate species, H16O8 in total (ωB97M-V/def2-TZVPD).

Calculated values
- frontier orbital gap (hartree) = 0.3807
- total charge = 0
- HOMO level (eV) = -10.7
- multiplicity = 1
- SMILES = O.O.O.O.O.O.O.O

Atoms and positions in Å:
O (3.22765, -0.69339, -0.92599)
H (3.61977, -0.98893, -1.77731)
H (2.42385, -1.21775, -0.86640)
O (-1.21991, 1.93390, 1.97020)
H (-0.75110, 1.53858, 2.74318)
H (-1.73028, 1.21436, 1.56581)
O (-1.97647, 2.00243, -1.24562)
H (-2.62610, 2.38742, -0.63846)
H (-1.18507, 1.84157, -0.74694)
O (-1.98899, -0.29893, 0.41367)
H (-2.15907, -1.22091, 0.63140)
H (-1.92710, -0.35905, -0.54441)
O (1.59472, 0.46598, -3.27720)
H (2.27251, 0.86774, -3.78901)
H (1.91615, 0.35170, -2.39576)
O (-0.78808, -1.42880, 3.25897)
H (-0.43879, -1.72616, 4.08257)
H (-0.01453, -1.18265, 2.71744)
O (0.38179, 1.01596, 0.00387)
H (0.26746, 0.07511, 0.08104)
H (-0.11004, 1.39870, 0.76708)
O (0.69767, -1.77868, -0.81778)
H (0.71011, -2.36489, -0.03689)
H (-0.19615, -1.83332, -1.17347)

---

two.
Entry from OMol25: a cluster of 8 separate species, H16O8 in total (ωB97M-V/def2-TZVPD).

Calculated values
- frontier orbital gap (hartree) = 0.4082
- total charge = 0
- HOMO level (eV) = -11.0
- multiplicity = 1
- SMILES = O.O.O.O.O.O.O.O

Atoms and positions in Å:
O (-15.91285, 17.10571, 37.20438)
H (-15.69726, 16.33027, 36.67438)
H (-16.39158, 17.70391, 36.60491)
O (-20.91307, 15.15590, 38.52519)
H (-21.78567, 14.87891, 38.22165)
H (-20.98200, 15.17278, 39.48732)
O (-17.17700, 19.66509, 36.53188)
H (-17.84668, 19.04962, 36.88451)
H (-17.25156, 19.58195, 35.57311)
O (-21.05821, 20.04037, 35.72203)
H (-22.01642, 20.01960, 35.81865)
H (-20.72152, 19.60854, 36.51593)
O (-21.74056, 16.40326, 34.83140)
H (-22.40044, 15.76798, 34.53064)
H (-21.38460, 16.02638, 35.64481)
O (-18.92894, 17.54818, 37.45192)
H (-18.28418, 17.12804, 38.04220)
H (-19.78336, 17.21053, 37.75030)
O (-17.34946, 15.26805, 39.95875)
H (-17.13363, 16.07520, 40.45199)
H (-17.38181, 14.56865, 40.62104)
O (-15.61689, 17.76300, 39.98724)
H (-15.80226, 17.47524, 39.07000)
H (-15.07817, 17.05507, 40.35661)

---

three.
Entry from OMol25: a cluster of 8 separate species, H16O8 in total (ωB97M-V/def2-TZVPD).

Calculated values
- frontier orbital gap (hartree) = 0.3414
- total charge = 0
- HOMO level (eV) = -9.8
- multiplicity = 1
- SMILES = O.O.O.O.O.O.O.O

Atoms and positions in Å:
O (19.67679, 16.46553, -1.08893)
H (19.60069, 15.86383, -0.34434)
H (19.05768, 17.18075, -0.89509)
O (22.57605, 20.22025, 0.65972)
H (22.44332, 19.36173, 1.07202)
H (23.34309, 20.59418, 1.10279)
O (18.27039, 18.41362, 4.19212)
H (17.87916, 17.67717, 4.67211)
H (17.57863, 19.08160, 4.15753)
O (18.01318, 22.80628, 2.30407)
H (17.59191, 22.01672, 1.95616)
H (17.32094, 23.30044, 2.75123)
O (20.70986, 18.38362, 6.11438)
H (20.26048, 18.00238, 6.87286)
H (20.15892, 18.16499, 5.35492)
O (19.85214, 19.61923, 1.99287)
H (19.48676, 19.30782, 2.83092)
H (19.46359, 19.04495, 1.32504)
O (20.90294, 22.46867, 2.00453)
H (19.95457, 22.63292, 2.04849)
H (20.98916, 21.52426, 1.81893)
O (17.91765, 18.64942, -0.28115)
H (17.65264, 19.15873, 0.49048)
H (17.30748, 18.92346, -0.97312)

---

four.
Entry from OMol25: a structure of composition H16O8 (ωB97M-V/def2-TZVPD).

Calculated values
- frontier orbital gap (hartree) = 0.3134
- total charge = 0
- HOMO level (eV) = -8.7
- multiplicity = 1

Atoms and positions in Å:
H (0.99165, 0.72596, 1.09224)
H (-0.04957, 0.74930, -0.01471)
H (5.21103, 0.48660, -0.34706)
H (6.32670, -0.49741, -0.65859)
H (-4.07174, -1.55721, -1.26910)
H (-3.92603, -0.67261, -0.04179)
H (2.00170, -2.57167, 0.96164)
H (1.72358, -1.46904, 1.97005)
H (2.67611, -1.30205, -0.64876)
H (3.30473, -0.07484, -0.00936)
H (-0.35233, 2.98164, -0.96962)
H (-0.76802, 4.42152, -0.71666)
H (-1.13454, -2.72509, -0.92824)
H (-2.58300, -2.26509, -0.94763)
H (-3.04243, 1.89507, 2.18347)
H (-4.37421, 1.75831, 1.46397)
O (0.06741, 0.51875, 0.91381)
O (6.17116, 0.40207, -0.34919)
O (-4.56970, -1.20482, -0.52288)
O (1.60512, -1.69680, 1.04103)
O (2.50879, -0.61808, 0.00940)
O (-0.56724, 3.80218, -1.42736)
O (-2.02878, -3.03751, -1.10633)
O (-3.42847, 1.84877, 1.30154)

---

Best to worst by energy: two, one, three, four.

---

one.
Entry from OMol25: a cluster of 8 separate species, H16O8 in total (ωB97M-V/def2-TZVPD).

Calculated values
- frontier orbital gap (hartree) = 0.4110
- total charge = 0
- HOMO level (eV) = -11.0
- multiplicity = 1
- SMILES = O.O.O.O.O.O.O.O

Atoms and positions in Å:
O (0.37550, 0.47517, -1.58358)
H (0.52350, 1.41217, -1.41558)
H (0.40150, 0.43817, -2.51958)
O (2.58350, 1.78317, 0.13442)
H (3.36650, 1.62717, 0.65042)
H (1.77750, 1.56217, 0.62842)
O (3.35050, 0.22717, -2.07358)
H (4.18250, 0.63417, -1.90558)
H (2.98850, 0.45217, -1.19258)
O (-1.50750, -2.89183, 1.58242)
H (-2.10050, -2.08683, 1.57842)
H (-1.72050, -3.27583, 0.79442)
O (0.21750, -0.42083, 1.08042)
H (0.50450, -0.46283, 0.16142)
H (-0.13850, -1.26783, 1.22642)
O (-0.10750, 2.52517, 1.27742)
H (-0.47550, 1.67317, 1.21242)
H (-0.71050, 3.09917, 0.76242)
O (-2.83950, -0.56683, 1.53342)
H (-3.66050, -0.95783, 1.65742)
H (-2.68650, -0.33183, 0.59642)
O (-1.82450, -1.27783, -1.28158)
H (-1.34550, -0.43683, -1.44758)
H (-1.15450, -1.93183, -1.45658)

---

two.
Entry from OMol25: a cluster of 8 separate species, H16O8 in total (ωB97M-V/def2-TZVPD).

Calculated values
- frontier orbital gap (hartree) = 0.3867
- total charge = 0
- HOMO level (eV) = -10.6
- multiplicity = 1
- SMILES = O.O.O.O.O.O.O.O

Atoms and positions in Å:
O (-1.59086, 2.82515, 0.67670)
H (-1.01962, 2.10157, 0.33627)
H (-1.65222, 3.46003, -0.04275)
O (0.35933, 0.67043, 0.42609)
H (0.73230, 0.33665, -0.40264)
H (-0.38807, 0.07198, 0.59060)
O (-2.59964, 1.51800, 3.05464)
H (-2.17749, 0.74537, 3.44028)
H (-2.03831, 1.75768, 2.29407)
O (-2.22276, -0.65091, 0.50623)
H (-3.04323, -0.48488, 0.02947)
H (-2.42800, -1.38310, 1.09735)
O (1.22658, -0.68259, -3.38641)
H (1.85411, -0.59457, -2.65501)
H (1.72018, -1.12973, -4.08213)
O (2.14905, -1.12653, -0.64035)
H (3.03769, -1.13603, -0.26105)
H (1.88016, -2.05405, -0.65679)
O (-0.90399, -2.50698, -1.80556)
H (-0.77842, -2.72962, -0.87746)
H (-0.26396, -1.80321, -1.98607)
O (2.83422, 0.83865, 1.81276)
H (1.94394, 0.72971, 1.41819)
H (3.36899, 1.22699, 1.11358)

---

Best to worst by energy: two, one.

---

one.
Entry from OMol25: a cluster of 8 separate species, H16O8 in total (ωB97M-V/def2-TZVPD).

Calculated values
- frontier orbital gap (hartree) = 0.4029
- total charge = 0
- HOMO level (eV) = -10.7
- multiplicity = 1
- SMILES = O.O.O.O.O.O.O.O

Atoms and positions in Å:
O (0.18864, 0.86703, -1.34571)
H (1.06433, 1.02367, -0.97476)
H (-0.20166, 0.21139, -0.75682)
O (-1.11984, 3.28744, 0.49456)
H (-1.68122, 3.55383, 1.23136)
H (-1.36615, 3.88877, -0.21729)
O (-3.21177, -0.90394, 2.40043)
H (-3.61051, -0.64310, 1.56259)
H (-2.89424, -1.79976, 2.24019)
O (1.92273, -1.73298, 0.90288)
H (2.70237, -2.28038, 0.75621)
H (2.19991, -1.10707, 1.58140)
O (-1.13144, -1.49554, -0.00150)
H (-1.46462, -1.50507, -0.90587)
H (-0.17339, -1.51926, -0.10427)
O (2.01819, 1.83070, 0.38241)
H (1.24493, 2.29636, 0.04444)
H (2.76319, 2.35950, 0.07528)
O (4.20131, -1.21667, -0.47777)
H (4.49177, -0.41374, -0.92491)
H (4.34716, -1.03058, 0.45663)
O (-3.62707, -0.89230, -2.05253)
H (-3.09983, -1.07898, -2.83749)
H (-3.56278, -1.69931, -1.52947)

---

two.
Entry from OMol25: a cluster of 8 separate species, H16O8 in total (ωB97M-V/def2-TZVPD).

Calculated values
- frontier orbital gap (hartree) = 0.3930
- total charge = 0
- HOMO level (eV) = -10.3
- multiplicity = 1
- SMILES = O.O.O.O.O.O.O.O

Atoms and positions in Å:
O (-0.72284, -0.23102, 1.04176)
H (0.12994, 0.18114, 1.22035)
H (-1.23945, -0.05472, 1.83613)
O (1.60648, -1.08467, 2.36695)
H (2.15420, -1.35048, 3.11417)
H (0.70736, -1.11452, 2.71290)
O (-4.44885, 2.00765, -0.07478)
H (-4.39997, 2.71717, -0.72530)
H (-4.42053, 2.46471, 0.77333)
O (2.33070, 2.10510, -1.57834)
H (1.73299, 2.63004, -2.12256)
H (2.37496, 1.25542, -2.03120)
O (3.15238, 3.46174, 0.23140)
H (2.41561, 2.84499, 0.15544)
H (2.74996, 4.32624, 0.09105)
O (2.10794, -3.34396, -0.40558)
H (2.85524, -2.73524, -0.40551)
H (2.15290, -3.77038, -1.26879)
O (-0.51220, -2.48885, -1.58069)
H (-1.13982, -2.79072, -2.24699)
H (-0.21563, -3.30021, -1.15322)
O (-3.46504, -0.49182, 0.09908)
H (-3.00318, -1.13500, -0.45046)
H (-3.24318, 0.35803, -0.29780)

---

three.
Entry from OMol25: a cluster of 8 separate species, H16O8 in total (ωB97M-V/def2-TZVPD).

Calculated values
- frontier orbital gap (hartree) = 0.3905
- total charge = 0
- HOMO level (eV) = -10.4
- multiplicity = 1
- SMILES = O.O.O.O.O.O.O.O

Atoms and positions in Å:
O (0.54808, -1.65133, -0.96387)
H (0.28508, -0.84733, -0.49387)
H (1.25108, -2.10433, -0.45187)
O (0.01608, -0.07133, 3.73713)
H (0.17608, 0.41267, 2.95413)
H (-0.89392, -0.21333, 3.60713)
O (1.57508, -1.84333, 2.05513)
H (0.88208, -1.16333, 2.12013)
H (1.28408, -2.73833, 2.10013)
O (1.62508, 1.11667, -2.14087)
H (2.50408, 1.19467, -1.80487)
H (1.66108, 0.33667, -2.69587)
O (-0.72292, 1.65867, -3.38087)
H (0.07008, 1.35367, -2.93187)
H (-0.46792, 2.07467, -4.18687)
O (-1.38992, -1.22933, 1.59913)
H (-2.01692, -1.64233, 2.17513)
H (-1.85692, -0.48033, 1.38013)
O (0.50908, 0.84867, 0.59313)
H (-0.38992, 1.02767, 0.25313)
H (0.95308, 0.82167, -0.22387)
O (-1.86392, 1.18267, -0.71187)
H (-1.50292, 1.57867, -1.52187)
H (-2.23492, 0.37767, -1.06587)

---

four.
Entry from OMol25: a cluster of 8 separate species, H16O8 in total (ωB97M-V/def2-TZVPD).

Calculated values
- frontier orbital gap (hartree) = 0.3753
- total charge = 0
- HOMO level (eV) = -10.4
- multiplicity = 1
- SMILES = O.O.O.O.O.O.O.O

Atoms and positions in Å:
O (-6.28752, 10.40665, 11.99907)
H (-6.26422, 11.00312, 12.71738)
H (-5.38110, 10.07569, 11.99113)
O (-8.59671, 10.25795, 10.21526)
H (-8.56297, 9.91794, 9.31689)
H (-7.79963, 10.45869, 10.64277)
O (-7.59992, 12.76830, 8.62958)
H (-8.33419, 12.34289, 9.06063)
H (-7.13204, 11.94894, 8.49849)
O (-9.86527, 8.86666, 7.97045)
H (-10.20328, 9.25217, 7.18756)
H (-9.72350, 7.92340, 7.70546)
O (-10.95689, 11.86813, 8.13478)
H (-10.63268, 11.06667, 8.49056)
H (-11.49570, 12.20874, 8.83581)
O (-10.62662, 8.28079, 10.83125)
H (-11.39133, 8.71549, 10.48299)
H (-10.00272, 8.88337, 10.46004)
O (-6.56529, 10.41343, 7.88516)
H (-5.68458, 10.75600, 7.87728)
H (-6.54214, 9.74600, 8.63894)
O (-7.65699, 8.24562, 12.51323)
H (-7.16495, 9.00543, 12.26550)
H (-7.29435, 8.06669, 13.39342)

---

Best to worst by energy: three, one, four, two.

---

one.
Entry from OMol25: a cluster of 8 separate species, H16O8 in total (ωB97M-V/def2-TZVPD).

Calculated values
- frontier orbital gap (hartree) = 0.3704
- total charge = 0
- HOMO level (eV) = -10.5
- multiplicity = 1
- SMILES = O.O.O.O.O.O.O.O

Atoms and positions in Å:
O (-15.96601, 12.58084, -11.88496)
H (-15.66407, 11.66221, -11.74459)
H (-15.21048, 13.12710, -12.01935)
O (-17.05559, 13.90694, -10.03364)
H (-16.81049, 13.33907, -10.78500)
H (-18.02090, 13.84914, -9.91824)
O (-16.72064, 16.07434, -12.39701)
H (-16.91487, 16.30483, -11.49502)
H (-17.31002, 15.41987, -12.75529)
O (-20.18111, 12.11337, -11.31885)
H (-19.93205, 11.86502, -10.41316)
H (-20.87257, 11.46894, -11.60764)
O (-18.27020, 13.45635, -12.96964)
H (-17.49382, 12.94210, -12.79371)
H (-18.76402, 13.18423, -12.21939)
O (-19.81805, 11.23111, -14.38664)
H (-19.68619, 10.60646, -13.59103)
H (-19.63448, 12.07642, -13.92970)
O (-18.81412, 9.75530, -12.30553)
H (-18.05863, 9.48881, -12.87874)
H (-18.44935, 10.33549, -11.64848)
O (-16.08487, 13.86307, -14.99111)
H (-15.83889, 14.78274, -15.07412)
H (-16.92415, 13.86572, -14.54051)

---

two.
Entry from OMol25: a cluster of 8 separate species, H16O8 in total (ωB97M-V/def2-TZVPD).

Calculated values
- frontier orbital gap (hartree) = 0.3910
- total charge = 0
- HOMO level (eV) = -11.2
- multiplicity = 1
- SMILES = O.O.O.O.O.O.O.O

Atoms and positions in Å:
O (1.17106, 0.68093, -0.60576)
H (2.03561, 0.28991, -0.43654)
H (0.54830, 0.03207, -0.25914)
O (-4.33374, -1.57300, -1.01444)
H (-4.99893, -0.87885, -1.08274)
H (-3.65966, -1.19593, -0.43787)
O (-0.36130, -0.43438, 4.15479)
H (0.53449, -0.11677, 3.99455)
H (-0.92209, 0.30672, 3.89930)
O (1.08506, 3.24193, 1.62959)
H (1.38496, 2.33865, 1.47750)
H (1.74416, 3.61011, 2.22877)
O (-2.01598, 3.18978, -0.63718)
H (-1.97130, 2.42086, -1.21662)
H (-2.76725, 3.69232, -0.97190)
O (-0.78666, -4.14591, 0.94135)
H (0.02005, -4.30859, 0.43961)
H (-0.47148, -3.84416, 1.80076)
O (3.73092, -1.46705, -1.90033)
H (3.25906, -0.71505, -1.52504)
H (3.03169, -2.03679, -2.24013)
O (1.26032, 0.50162, -3.08846)
H (0.48651, 0.14465, -2.63813)
H (1.99620, 0.26693, -2.51193)

---

Best to worst by energy: one, two.